{"formula": "C25H7F15GeN7OPdS5Sb", "method": "ωB97M-V/def2-TZVPD", "homo_energy_ev": [-5.5, -5.8], "molar_mass_da": 1167.474, "homo_lumo_gap_ev": [7.63, 5.18], "charge": -1, "relative_energy_kj_mol": 0.00, "spin_multiplicity": 6, "lumo_ev": [2.1, -0.7], "fmax_ev_per_a": 1.0, "s2": 8.7779, "symbols": ["Pd", "S", "Sb", "S", "S", "N", "C", "N", "C", "N", "C", "N", "C", "C", "O", "N", "C", "N", "H", "H", "H", "H", "H", "H", "H", "S", "C", "N", "F", "C", "C", "C", "F", "C", "F", "C", "F", "C", "F", "Ge", "S", "C", "C", "F", "C", "F", "C", "F", "C", "F", "C", "F", "C", "C", "F", "C", "F", "C", "F", "C", "F", "C", "F"], "xyz": [[0.5635, 1.2967, -1.4754], [-3.3537, 4.1748, -1.3323], [-0.9809, 4.3655, -1.4737], [-0.4211, 2.8612, 0.2915], [-0.7980, 2.6266, -3.1476], [3.6260, -1.1411, 3.5043], [3.5974, -0.3130, 2.6916], [3.6486, 0.6594, 1.7951], [2.8213, 0.6260, 0.8003], [2.2097, 0.6130, -0.1927], [4.8759, 2.2068, -5.3180], [3.8772, 2.5195, -4.3245], [3.5347, 3.8408, -3.8559], [2.4656, 3.5174, -2.8096], [1.8510, 4.3676, -2.1903], [2.3432, 2.1633, -2.7148], [3.1928, 1.6288, -3.5907], [3.3715, 0.3143, -3.6797], [5.1182, 3.1146, -5.8647], [4.4862, 1.4858, -6.0391], [5.7922, 1.8136, -4.8703], [3.1154, 4.4739, -4.6393], [4.3853, 4.3473, -3.3932], [2.6395, -0.2436, -3.2454], [3.7860, -0.0644, -4.5137], [0.4582, -0.6351, -3.3301], [0.8183, 0.2591, -4.6922], [1.0822, 0.8637, -5.6499], [-4.5324, 0.4265, 0.9201], [-4.6478, -0.8977, 0.7774], [-3.5235, -1.7003, 0.9039], [-3.7088, -3.0596, 0.7212], [-2.6762, -3.9084, 0.8081], [-4.9500, -3.6059, 0.4468], [-5.0977, -4.9238, 0.2825], [-6.0465, -2.7743, 0.3393], [-7.2484, -3.2866, 0.0728], [-5.8991, -1.4090, 0.5035], [-6.9641, -0.6108, 0.3942], [-1.7704, -0.8330, 1.1701], [-1.6311, 0.4868, -0.5786], [-0.3843, -2.1990, 1.4052], [0.5535, -2.5486, 0.4518], [0.4691, -2.0646, -0.7892], [1.5666, -3.4499, 0.7209], [2.4631, -3.7658, -0.2168], [1.6408, -4.0407, 1.9661], [2.6070, -4.9118, 2.2296], [0.6956, -3.7455, 2.9298], [0.7525, -4.3365, 4.1232], [-0.2975, -2.8395, 2.6315], [-1.2290, -2.5982, 3.5736], [-1.7952, 0.1397, 2.8870], [-0.6412, 0.8210, 3.2260], [0.4021, 0.7436, 2.3991], [-0.5091, 1.5594, 4.3846], [0.6127, 2.2172, 4.6632], [-1.5751, 1.6003, 5.2630], [-1.4840, 2.3020, 6.3927], [-2.7328, 0.9002, 4.9805], [-3.7476, 0.9233, 5.8521], [-2.8265, 0.1750, 3.8089], [-3.9505, -0.5279, 3.6159]], "atomic_forces_ev_per_a": [[0.572, -0.313, -0.790], [-0.002, -0.051, 0.015], [-0.025, 0.034, 0.056], [0.036, 0.047, 0.161], [-0.119, -0.028, -0.016], [-0.066, -0.002, 0.009], [-0.032, 0.013, -0.110], [-0.355, 0.038, -0.016], [0.635, -0.307, -0.001], [-0.514, -0.079, 0.114], [-0.063, -0.048, 0.031], [0.074, -0.010, -0.009], [-0.045, 0.024, -0.011], [0.266, -0.001, -0.073], [-0.172, -0.054, -0.008], [-0.427, 0.716, 0.402], [0.193, -0.582, -0.095], [0.611, 0.331, 0.105], [-0.002, 0.020, 0.004], [-0.021, 0.003, 0.005], [0.006, -0.003, 0.015], [0.004, -0.018, -0.021], [-0.034, 0.031, 0.021], [0.042, -0.148, 0.105], [0.003, 0.032, -0.003], [-0.179, 0.007, 0.267], [-0.450, 0.085, -0.508], [0.025, -0.034, 0.186], [-0.046, -0.005, 0.085], [0.158, -0.018, -0.018], [0.017, -0.043, -0.040], [0.048, 0.130, 0.073], [-0.012, -0.042, 0.002], [0.002, -0.093, -0.015], [-0.001, 0.018, 0.003], [-0.101, -0.046, -0.028], [0.029, 0.010, 0.011], [-0.098, 0.063, -0.003], [0.027, -0.017, 0.004], [-0.069, 0.036, -0.041], [-0.070, 0.098, 0.220], [-0.091, 0.055, 0.099], [-0.126, 0.036, -0.078], [0.075, 0.013, 0.124], [0.126, 0.016, -0.163], [-0.053, 0.002, 0.054], [0.108, -0.024, 0.010], [0.026, -0.040, 0.013], [0.029, -0.011, 0.125], [-0.009, -0.023, 0.011], [-0.060, 0.132, -0.070], [0.056, -0.042, -0.005], [-0.055, -0.035, -0.024], [-0.050, -0.074, -0.151], [0.185, 0.106, -0.058], [0.062, 0.051, 0.041], [-0.010, -0.009, 0.006], [0.032, 0.069, 0.096], [-0.005, -0.021, -0.035], [-0.120, 0.001, 0.097], [0.025, -0.003, -0.018], [0.083, -0.023, -0.110], [-0.077, 0.026, -0.052]]}

{"formula": "C25H80N4O13", "method": "ωB97M-V/def2-TZVPD", "homo_energy_ev": [-11.4, -11.4], "molar_mass_da": 644.930, "homo_lumo_gap_ev": [9.23, 3.14], "charge": 1, "spin_multiplicity": 2, "lumo_ev": [-2.2, -8.2], "fmax_ev_per_a": 4.0, "s2": 0.7554, "symbols": ["C", "O", "H", "H", "H", "H", "C", "O", "H", "H", "H", "H", "C", "O", "H", "H", "H", "H", "C", "O", "H", "H", "H", "H", "C", "O", "H", "H", "H", "H", "C", "O", "H", "H", "H", "H", "C", "O", "H", "H", "H", "H", "C", "O", "H", "H", "H", "H", "C", "O", "H", "H", "H", "H", "C", "C", "C", "O", "C", "N", "H", "H", "H", "H", "H", "H", "H", "H", "H", "H", "H", "C", "C", "C", "O", "C", "N", "H", "H", "H", "H", "H", "H", "H", "H", "H", "H", "H", "C", "C", "C", "O", "C", "N", "H", "H", "H", "H", "H", "H", "H", "H", "H", "H", "H", "C", "C", "C", "O", "C", "N", "H", "H", "H", "H", "H", "H", "H", "H", "H", "H", "H"], "xyz": [[0.6774, 9.6205, -22.0257], [1.5596, 10.6701, -22.2911], [-0.2520, 9.8170, -22.5602], [1.0839, 8.7570, -22.5522], [0.6551, 9.3898, -20.9606], [1.5276, 10.9410, -23.2115], [2.1239, 11.2009, -25.9021], [0.9549, 10.7794, -25.2414], [1.9628, 11.8034, -26.7960], [2.7105, 11.8260, -25.2289], [2.8414, 10.4249, -26.1690], [0.2111, 11.3498, -25.4490], [4.2149, 13.7590, -26.7457], [2.8569, 14.2494, -26.7094], [4.2731, 12.9140, -27.4318], [4.8887, 14.5568, -27.0580], [4.5388, 13.3491, -25.7891], [2.5047, 14.0122, -27.5704], [6.5367, 15.1052, -19.2432], [6.0546, 14.2975, -20.3101], [7.1069, 15.9670, -19.5903], [5.6217, 15.4927, -18.7953], [7.1608, 14.5885, -18.5142], [6.2212, 13.3894, -20.0471], [3.1644, 9.1703, -19.6980], [3.6250, 10.2114, -20.5355], [2.2283, 9.5423, -19.2816], [3.1157, 8.2485, -20.2776], [3.8108, 8.9110, -18.8596], [2.8403, 10.3558, -21.0693], [2.1917, 13.0364, -18.8600], [2.1966, 13.3136, -17.4710], [3.1913, 13.0944, -19.2908], [1.9548, 11.9750, -18.9335], [1.4936, 13.6461, -19.4337], [2.4284, 14.2437, -17.4187], [4.7007, 9.3962, -23.8903], [5.4162, 9.4265, -25.1029], [3.6867, 9.7292, -24.1119], [4.8442, 8.4251, -23.4166], [5.1272, 10.1183, -23.1940], [6.3245, 9.7281, -25.0285], [8.2140, 11.4308, -24.3162], [8.0620, 10.4179, -25.2850], [8.0130, 11.0892, -23.3008], [9.1563, 11.9787, -24.3115], [7.5008, 12.2310, -24.5136], [8.9281, 10.0209, -25.4023], [4.4890, 12.8157, -22.5088], [5.6232, 13.5369, -22.8864], [3.7094, 13.4460, -22.0809], [4.0739, 12.2750, -23.3594], [4.8741, 12.0965, -21.7860], [6.0268, 13.9289, -22.1086], [0.8104, 17.6994, -18.3052], [1.7610, 16.4428, -18.3394], [2.9564, 16.7393, -19.2258], [2.5335, 16.9886, -20.6084], [3.7004, 17.0405, -21.4236], [2.1002, 16.1405, -16.9911], [0.2465, 17.9079, -19.2143], [1.4216, 18.5611, -18.0369], [0.0566, 17.6099, -17.5229], [1.1527, 15.6130, -18.6993], [3.6641, 15.9152, -19.3151], [3.5193, 17.5598, -18.7808], [4.2903, 17.8977, -21.0989], [3.4566, 17.2850, -22.4574], [4.3257, 16.1488, -21.4673], [2.5284, 17.0009, -16.6806], [1.2340, 16.1739, -16.4728], [-2.5022, 12.4340, -23.8706], [-1.5893, 13.2617, -24.7347], [-0.1924, 13.6144, -24.0557], [-0.2768, 14.5006, -22.9429], [0.8949, 14.5746, -22.2019], [-1.2260, 12.4424, -25.8906], [-2.1372, 11.4553, -23.5592], [-3.4731, 12.2582, -24.3336], [-2.8028, 12.9771, -22.9746], [-1.9787, 14.2117, -25.1008], [0.4963, 14.0984, -24.7481], [0.2772, 12.6666, -23.7925], [1.3455, 13.6483, -21.8455], [0.6471, 15.1522, -21.3113], [1.6358, 15.0379, -22.8535], [-0.8289, 13.0512, -26.5919], [-2.1138, 12.2346, -26.3250], [7.1419, 17.6402, -24.7454], [7.5579, 16.1957, -24.5375], [7.9260, 15.8420, -23.0491], [8.9028, 16.7672, -22.6051], [9.7122, 16.5343, -21.4654], [6.5105, 15.3822, -25.1133], [7.0168, 17.7246, -25.8249], [7.9120, 18.3262, -24.3928], [6.1830, 17.8537, -24.2730], [8.4753, 15.9443, -25.0697], [8.2881, 14.8154, -22.9936], [7.0490, 15.9421, -22.4097], [10.1492, 15.5564, -21.6675], [9.1608, 16.5531, -20.5253], [10.6000, 17.1608, -21.5516], [5.5855, 15.7303, -24.9050], [6.4856, 14.5630, -24.5231], [6.6934, 9.5563, -18.2672], [7.0484, 11.0367, -18.5581], [7.9878, 11.2054, -19.7094], [8.4966, 12.5355, -19.6782], [9.1046, 12.7836, -20.8830], [5.8010, 11.7151, -18.8130], [6.0951, 9.0308, -19.0115], [6.2179, 9.5041, -17.2878], [7.6076, 8.9765, -18.1394], [7.4910, 11.4222, -17.6397], [7.3814, 10.9887, -20.5889], [8.7532, 10.4294, -19.7050], [9.6804, 11.9207, -21.2179], [9.8471, 13.5584, -20.6920], [8.3551, 13.0807, -21.6165], [5.4152, 11.3014, -19.6497], [5.1423, 11.4388, -18.0989]], "atomic_forces_ev_per_a": [[0.129, -0.966, -1.691], [0.951, 1.410, 1.049], [-0.543, -0.049, 0.827], [-0.095, -0.588, 0.239], [-0.462, 0.393, -0.166], [-0.311, -0.331, -0.498], [0.693, 0.667, 0.234], [1.043, -1.148, 0.279], [-0.407, -0.092, -0.061], [0.084, 0.441, 0.162], [-0.589, -0.664, 0.000], [-0.780, 0.437, -0.498], [-0.746, -0.210, -0.179], [0.987, -0.274, 0.181], [0.269, 0.104, -0.174], [0.188, 0.026, -0.149], [-0.315, 0.245, 0.305], [-0.296, 0.205, 0.000], [-0.765, 0.583, 0.234], [0.826, 0.324, -0.732], [0.043, -0.034, -0.402], [0.359, 0.167, 0.640], [-0.246, -0.313, -0.161], [-0.213, -0.689, 0.611], [0.057, -0.173, 0.291], [0.878, -0.123, 0.497], [-0.322, -0.799, 0.194], [-0.657, -0.159, 0.036], [0.358, 0.590, -0.043], [0.028, 0.773, -0.972], [0.328, -1.142, 0.362], [-0.031, 0.036, -0.635], [0.244, 0.382, -0.156], [-0.413, 0.059, -0.307], [-0.119, -0.068, -0.002], [0.105, 0.468, 0.827], [1.157, 0.593, 0.115], [-0.392, -0.013, -0.990], [-0.163, -0.621, 0.323], [-0.773, -0.165, 0.028], [-0.091, 0.178, 0.251], [0.152, -0.091, 0.248], [-0.499, 1.038, 0.422], [0.539, 0.354, 0.123], [0.053, -0.237, 0.064], [0.500, -0.512, -0.226], [-0.448, -0.209, -0.116], [-0.069, -0.352, -0.178], [-0.308, -0.735, 0.601], [1.112, 1.184, -2.025], [0.032, 0.017, 0.156], [0.187, 0.091, -0.067], [-0.796, -0.326, 0.220], [-0.094, 0.228, 0.835], [0.297, -0.329, -0.319], [-2.560, 1.341, -1.424], [-0.258, -0.787, -1.076], [0.882, -0.321, 0.940], [-0.309, 1.124, -0.197], [1.105, 0.268, 0.808], [0.364, -0.034, -0.208], [-0.003, 0.244, -0.134], [0.039, -0.304, 0.121], [0.259, -0.103, -0.457], [-0.107, -0.409, 0.460], [0.019, 0.557, -0.246], [0.482, -0.026, 0.180], [-0.638, -0.127, 0.020], [-0.134, -0.417, 0.533], [0.715, 0.068, 0.649], [-0.218, -0.545, 0.227], [-1.112, 0.646, 0.828], [2.329, 0.519, 0.712], [-0.708, 0.105, 0.220], [-1.528, -1.362, -0.387], [0.306, 0.495, 0.103], [-0.225, 0.195, -0.656], [0.490, 0.139, -0.213], [0.053, -0.071, -0.504], [0.368, 0.084, 0.200], [-0.660, 0.040, 0.486], [-0.069, -0.035, -0.722], [-0.024, -0.120, 0.413], [-0.425, -0.660, -0.193], [0.372, 0.332, -0.239], [0.521, 0.499, 0.314], [0.531, 0.219, -0.158], [-0.207, -0.755, -0.146], [0.686, -0.099, -0.365], [-0.878, 1.376, -1.222], [0.934, 0.072, 1.606], [-1.316, 0.846, -1.603], [0.640, -1.713, -1.098], [0.938, 0.047, 3.876], [0.002, 0.523, 0.000], [-0.210, -0.009, -0.068], [0.065, -0.006, 0.188], [0.443, 0.020, -0.157], [0.084, -0.205, 0.012], [-0.475, -0.027, -0.173], [-0.007, -0.482, 0.764], [0.155, 0.240, -0.063], [-0.584, 0.634, 0.343], [-0.817, 0.799, -1.142], [-0.006, -2.240, -0.582], [1.397, -0.136, 0.428], [-0.696, -1.751, 0.899], [-0.708, -0.042, 0.776], [-0.654, -1.408, 0.572], [1.208, 0.661, -0.262], [-0.081, 1.068, -0.471], [-0.110, 0.403, -0.157], [-0.347, 0.011, -0.131], [0.166, -0.181, -0.038], [0.187, 0.227, -0.074], [-0.020, 0.358, -0.678], [0.511, 0.258, 0.160], [-0.067, -0.194, -0.333], [-0.157, 0.322, -0.362], [0.078, 0.058, -0.439], [-0.424, -0.180, -0.314], [-0.244, 0.369, 0.247]]}